No. 1
{"formula": "C53H59As3BiCl3N2O4P2", "method": "wB97M-V/def2-TZVPD", "spin_multiplicity": 1, "total_charge": 2, "homo_lumo_gap_ev": 7.53, "species": ["Bi", "C", "As", "C", "C", "C", "C", "C", "As", "C", "C", "C", "As", "C", "C", "H", "H", "H", "H", "H", "H", "H", "H", "H", "H", "H", "H", "H", "H", "H", "H", "H", "H", "H", "H", "H", "H", "H", "H", "H", "H", "H", "C", "C", "C", "C", "C", "C", "C", "C", "P", "C", "C", "C", "C", "C", "C", "C", "C", "C", "C", "C", "C", "C", "O", "C", "C", "C", "C", "C", "C", "P", "C", "C", "C", "C", "C", "C", "C", "C", "C", "C", "C", "C", "H", "H", "H", "H", "H", "H", "H", "H", "H", "H", "H", "H", "H", "H", "H", "H", "H", "H", "H", "H", "H", "H", "H", "H", "H", "H", "H", "H", "H", "H", "H", "H", "O", "O", "Cl", "C", "Cl", "Cl", "C", "N", "O", "C", "N"], "xyz": [[-0.5707, 0.1804, 0.3906], [4.5852, -1.2077, 0.1851], [3.7750, 0.2852, -0.7331], [4.2114, 0.1119, -2.6124], [4.5605, 2.0537, -0.2717], [4.1322, 3.2324, 0.6027], [3.9843, 2.8881, 2.0875], [2.8260, 3.8813, 0.1462], [1.1531, 2.6871, 0.1442], [-0.1223, 4.1685, 0.3639], [1.0105, 2.6123, -1.8176], [5.3244, 4.2186, 0.4820], [6.3353, 4.8342, -1.1716], [4.8644, 5.1973, -2.4417], [7.0350, 3.1670, -2.0212], [5.5818, -0.9535, 0.5444], [4.6378, -2.0467, -0.5134], [3.9318, -1.4719, 1.0183], [5.2957, 0.0888, -2.7357], [3.8035, 0.9434, -3.1872], [3.7783, -0.8113, -3.0007], [4.6875, 2.4569, -1.2769], [5.5476, 1.7270, 0.0730], [2.9724, 2.5398, 2.2928], [4.1403, 3.7784, 2.6931], [4.7064, 2.1375, 2.4004], [2.9303, 4.3051, -0.8538], [2.6005, 4.7036, 0.8325], [0.1495, 5.0193, -0.2582], [-0.1646, 4.4991, 1.3988], [-1.1195, 3.8324, 0.0857], [1.1507, 3.6069, -2.2442], [0.0175, 2.2554, -2.0909], [1.7456, 1.9284, -2.2518], [6.1278, 3.8340, 1.1211], [5.0161, 5.1674, 0.9316], [4.2340, 5.9894, -2.0420], [4.2549, 4.3262, -2.6805], [5.3072, 5.5665, -3.3646], [7.4265, 2.4688, -1.2823], [7.8742, 3.4756, -2.6446], [6.3213, 2.6572, -2.6683], [-5.4365, -2.6160, 5.4191], [-4.1316, -3.0773, 4.7499], [-3.7245, -4.4602, 5.2885], [-3.0336, -2.0730, 5.0568], [-2.7358, -1.7233, 6.3690], [-1.7454, -0.8030, 6.6743], [-1.0094, -0.2172, 5.6621], [-1.2648, -0.5671, 4.3387], [-0.1543, 0.0729, 3.0332], [1.4235, -0.7196, 3.4851], [1.4724, -1.8045, 4.3555], [2.6972, -2.3002, 4.7707], [3.8770, -1.7347, 4.3169], [3.8293, -0.6831, 3.4163], [2.6103, -0.1753, 3.0053], [0.0053, 1.8085, 3.5933], [-1.1059, 2.6287, 3.4079], [-1.1112, 3.9188, 3.9032], [-0.0142, 4.4024, 4.5975], [1.0852, 3.5840, 4.7986], [1.0996, 2.2887, 4.3081], [-2.2755, -1.4834, 4.0466], [-2.4362, -1.7566, 2.7214], [-3.4950, -2.5413, 2.3560], [-3.6801, -2.6497, 0.9785], [-4.7061, -3.4309, 0.4660], [-5.5443, -4.0882, 1.3478], [-5.3576, -3.9655, 2.7146], [-4.3357, -3.1885, 3.2509], [-2.5155, -1.7009, -0.0518], [-1.8348, -2.9675, -1.1687], [-2.5145, -3.3832, -2.3089], [-2.0045, -4.4151, -3.0757], [-0.8189, -5.0339, -2.7110], [-0.1353, -4.6160, -1.5794], [-0.6390, -3.5831, -0.8091], [-3.5834, -0.6823, -1.1050], [-4.8772, -0.3323, -0.7350], [-5.6171, 0.5111, -1.5461], [-5.0694, 1.0169, -2.7129], [-3.7714, 0.6865, -3.0734], [-3.0264, -0.1545, -2.2688], [-5.3214, -2.5705, 6.4975], [-6.2452, -3.3055, 5.2005], [-5.7223, -1.6291, 5.0624], [-3.5502, -4.4207, 6.3600], [-2.8160, -4.8086, 4.8017], [-4.5131, -5.1808, 5.0929], [-3.2892, -2.1835, 7.1715], [-1.5422, -0.5506, 7.7043], [-0.2325, 0.4993, 5.8865], [0.5620, -2.2517, 4.7271], [2.7357, -3.1345, 5.4531], [4.8282, -2.1100, 4.6632], [4.7522, -0.2613, 3.0418], [2.5622, 0.6387, 2.2973], [-1.9677, 2.2436, 2.8847], [-1.9805, 4.5406, 3.7570], [-0.0232, 5.4091, 4.9844], [1.9311, 3.9516, 5.3565], [1.9483, 1.6522, 4.5099], [-4.8473, -3.5092, -0.6013], [-6.3488, -4.6972, 0.9671], [-6.0258, -4.4889, 3.3784], [-3.4415, -2.9055, -2.5911], [-2.5417, -4.7488, -3.9513], [-0.4323, -5.8474, -3.3050], [0.7856, -5.1024, -1.2943], [-0.1145, -3.2576, 0.0808], [-5.3057, -0.7156, 0.1787], [-6.6218, 0.7814, -1.2629], [-5.6510, 1.6691, -3.3453], [-3.3385, 1.0849, -3.9796], [-2.0163, -0.4286, -2.5451], [2.0745, -0.0419, -0.7466], [1.7077, -0.6523, 0.5024], [0.3820, 1.2618, -6.1921], [0.2942, -0.3850, -5.4923], [1.7257, -1.3382, -5.9776], [-1.2086, -1.2044, -6.0188], [0.2559, -0.2782, -4.0616], [0.1766, -0.1901, -2.9237], [-4.0607, 2.7136, 0.1205], [-3.1846, 2.0394, 0.4703], [-2.2830, 1.3723, 0.8689]], "atomic_forces_ev_per_a": [[0.8, -0.6, -0.7], [-0.1, 0.1, 0.0], [0.8, -0.2, -0.2], [-0.1, 0.0, 0.1], [-0.1, -0.4, -0.3], [-0.3, -0.1, 0.2], [-0.1, -0.1, -0.2], [-0.2, -0.4, 0.1], [0.6, 1.9, -0.5], [0.0, 0.0, 0.1], [0.0, 0.0, -0.1], [0.2, 0.2, -0.3], [-0.4, -0.3, 0.1], [0.2, 0.0, 0.1], [0.0, 0.2, 0.1], [0.0, 0.1, -0.1], [0.0, 0.2, 0.0], [0.1, 0.1, -0.2], [-0.1, 0.0, 0.1], [0.0, 0.1, 0.1], [0.0, 0.0, 0.2], [0.0, -0.1, -0.1], [0.0, -0.1, -0.1], [0.1, -0.1, 0.1], [0.0, 0.1, 0.0], [0.1, -0.1, 0.1], [-0.2, -0.1, 0.0], [-0.1, -0.1, -0.1], [0.1, -0.1, -0.1], [0.1, -0.1, 0.1], [0.0, 0.0, 0.0], [0.0, 0.0, 0.1], [0.0, 0.0, -0.1], [-0.2, 0.1, 0.1], [0.0, 0.1, 0.0], [0.0, 0.0, 0.0], [0.0, 0.0, 0.0], [0.0, -0.1, 0.0], [0.1, 0.0, 0.0], [0.0, 0.0, 0.1], [0.0, 0.0, 0.0], [-0.1, 0.0, 0.0], [0.1, 0.0, -0.1], [-0.1, -0.1, 0.1], [0.0, 0.2, -0.1], [0.0, 0.0, -0.3], [0.1, 0.1, -0.2], [0.0, 0.0, 0.1], [-0.1, 0.0, -0.2], [-0.3, -0.2, -0.6], [0.4, 0.2, 1.6], [-0.1, 0.0, -0.2], [-0.1, 0.0, 0.0], [0.1, -0.1, 0.0], [-0.1, 0.0, 0.0], [0.0, 0.1, 0.1], [0.1, 0.0, -0.1], [0.0, -0.1, -0.2], [0.0, -0.1, 0.0], [-0.1, 0.0, 0.1], [0.0, 0.0, -0.1], [0.0, 0.1, 0.0], [0.0, -0.1, -0.1], [0.3, 0.3, 0.6], [-0.1, -0.1, 0.4], [-0.5, -0.4, -0.5], [0.6, 0.5, 0.4], [0.2, 0.1, 0.1], [-0.1, -0.1, -0.1], [0.1, 0.2, -0.1], [0.2, 0.2, 0.1], [-0.9, -1.1, -0.9], [0.1, 0.2, 0.1], [0.0, 0.0, 0.0], [0.0, -0.1, -0.1], [0.0, 0.0, 0.1], [0.1, -0.1, 0.0], [-0.1, 0.1, 0.0], [0.2, 0.0, 0.1], [0.1, -0.1, 0.0], [0.0, 0.0, -0.1], [0.0, 0.0, -0.1], [0.0, 0.1, 0.0], [0.1, -0.1, 0.1], [0.0, 0.0, 0.1], [-0.1, -0.1, 0.0], [0.0, 0.1, 0.0], [0.0, 0.0, 0.1], [0.1, 0.0, 0.0], [-0.1, -0.1, 0.0], [-0.1, 0.0, 0.1], [0.0, 0.0, 0.0], [0.0, 0.0, 0.1], [0.0, 0.0, 0.0], [0.0, -0.1, 0.1], [0.1, -0.1, 0.0], [0.0, 0.1, 0.0], [0.1, 0.0, 0.1], [0.0, 0.1, 0.1], [-0.1, 0.1, 0.0], [0.0, 0.1, 0.1], [0.1, 0.0, 0.1], [0.1, 0.0, 0.0], [0.0, 0.0, -0.1], [-0.1, -0.1, 0.0], [-0.1, -0.1, 0.1], [-0.1, 0.0, -0.1], [0.0, 0.0, -0.1], [0.1, -0.1, -0.1], [0.1, 0.0, 0.0], [0.1, 0.0, 0.1], [-0.1, 0.0, 0.1], [-0.1, 0.0, 0.0], [-0.1, 0.1, 0.0], [0.0, 0.0, -0.1], [-0.1, 0.0, -0.1], [0.0, 0.2, -0.5], [-0.3, -0.4, 0.5], [0.0, -0.5, 0.2], [0.0, -0.1, -1.4], [-0.4, 0.3, 0.2], [0.5, 0.2, 0.1], [0.0, 0.0, 0.6], [0.0, -0.1, 0.2], [-0.8, 0.7, -0.3], [0.1, 0.0, -0.1], [0.1, -0.1, 0.7]], "mulliken_charge": [2.640, -0.884, 0.900, -1.291, -1.839, 3.364, -0.949, -2.517, 0.705, -1.228, -0.909, -2.175, 0.338, -1.010, -1.019, 0.416, 0.481, 0.067, 0.467, 0.429, 0.422, -0.115, 0.988, -0.541, 0.587, 0.376, 0.413, 0.590, 0.547, 0.267, 0.282, 0.663, 0.271, -0.132, 0.588, 0.534, 0.320, 0.200, 0.435, 0.273, 0.463, 0.229, -1.809, 1.487, -1.668, 0.642, -0.089, -1.666, -0.004, 0.050, 1.200, 0.003, -0.862, -0.904, -1.099, -0.648, 0.200, 1.001, -0.797, -0.745, -0.685, -0.733, -0.169, -1.053, -0.076, -1.201, 0.098, -0.087, -1.658, -0.262, 0.951, 1.586, 0.834, -0.427, -0.887, -0.662, -0.755, -0.410, 0.261, -0.880, -0.848, -0.667, -0.677, -0.325, 0.430, 0.410, 0.392, 0.415, 0.366, 0.428, 0.497, 0.436, 0.572, 0.536, 0.495, 0.448, 0.517, 0.529, 0.124, 0.485, 0.442, 0.531, 0.541, 0.499, 0.429, 0.480, 0.440, 0.503, 0.461, 0.479, 0.291, 0.457, 0.448, 0.438, 0.519, 0.132, -0.017, -1.049, -0.076, 0.688, -0.085, -0.061, -0.161, -0.364, -0.559, 0.742, -0.435]}


No. 2
{"formula": "C20H53N22O10PS2", "method": "wB97M-V/def2-TZVPD", "spin_multiplicity": 1, "total_charge": 0, "homo_lumo_gap_ev": 7.36, "species": ["C", "C", "C", "C", "C", "C", "C", "P", "S", "C", "C", "N", "S", "N", "C", "H", "H", "H", "H", "H", "H", "H", "H", "H", "H", "H", "H", "H", "C", "O", "N", "N", "H", "H", "H", "H", "C", "O", "N", "N", "H", "H", "H", "H", "C", "O", "N", "N", "H", "H", "H", "H", "C", "O", "N", "N", "H", "H", "H", "H", "C", "O", "N", "N", "H", "H", "H", "H", "C", "O", "N", "N", "H", "H", "H", "H", "C", "O", "N", "N", "H", "H", "H", "H", "C", "O", "N", "N", "H", "H", "H", "H", "C", "O", "N", "N", "H", "H", "H", "H", "C", "O", "N", "N", "H", "H", "H", "H"], "xyz": [[2.8480, 0.1029, -1.0342], [2.6851, 0.5550, -2.4861], [1.7530, -0.3363, -3.2973], [1.7797, 0.1122, -4.7765], [0.3246, -0.2613, -2.8229], [-0.3232, 0.9222, -2.6317], [-1.6847, 0.9853, -2.2156], [-2.4408, 2.6095, -2.0067], [-2.9323, 2.9437, -0.1362], [-2.4038, -0.1478, -1.9918], [-1.7757, -1.4046, -2.1581], [-2.3255, -2.6081, -1.9543], [-1.1697, -3.6753, -2.2986], [0.0254, -2.7079, -2.7027], [-0.4225, -1.4487, -2.5784], [1.9137, -0.1540, -0.5453], [3.3510, 0.9059, -0.5031], [3.5521, -0.7247, -1.0121], [3.6656, 0.4930, -2.9577], [2.4082, 1.6054, -2.5346], [2.0858, -1.3707, -3.2392], [1.0753, -0.5034, -5.3349], [2.7768, 0.0531, -5.1948], [1.3852, 1.1239, -4.8207], [0.2362, 1.8322, -2.8026], [-3.5460, 2.6995, -2.8690], [-1.5304, 3.5730, -2.4742], [-3.4400, -0.0881, -1.6840], [-4.4904, 7.4269, -0.4483], [-5.2478, 8.3775, -0.3623], [-3.3011, 7.4998, -1.1302], [-4.7460, 6.2142, 0.1168], [-2.6648, 6.7301, -1.2088], [-3.0733, 8.3748, -1.5615], [-5.6031, 6.1159, 0.6264], [-4.1225, 5.4290, 0.0431], [-5.5587, 1.9039, -5.0551], [-5.0444, 2.7998, -4.4051], [-5.7272, 1.9884, -6.4063], [-6.0085, 0.7494, -4.4780], [-6.1490, 1.2678, -6.9596], [-5.4096, 2.8265, -6.8560], [-5.9079, 0.6642, -3.4838], [-6.4358, 0.0029, -4.9914], [2.5410, -3.0623, 0.9562], [2.6276, -2.0589, 1.6509], [3.3317, -4.1540, 1.1521], [1.6512, -3.1614, -0.0680], [3.2839, -4.9822, 0.5890], [4.0091, -4.1046, 1.8961], [1.0596, -2.3698, -0.2426], [1.5642, -3.9690, -0.6548], [-5.5357, -5.0241, -0.9922], [-4.8482, -5.8517, -0.4219], [-6.8555, -5.2545, -1.2939], [-5.0560, -3.8023, -1.3616], [-7.4423, -4.5911, -1.7625], [-7.2382, -6.1421, -1.0272], [-4.0927, -3.6004, -1.1491], [-5.6051, -3.1050, -1.8264], [6.0810, -0.6714, 2.2153], [6.5305, -1.8129, 2.1434], [4.7730, -0.3979, 1.9804], [6.8635, 0.3992, 2.5419], [4.3838, 0.5239, 2.0393], [4.1656, -1.1709, 1.7401], [7.8298, 0.2177, 2.7332], [6.5234, 1.3419, 2.6194], [7.7873, 3.1452, 4.7229], [6.8795, 3.1481, 3.9098], [9.0457, 3.5891, 4.4181], [7.6180, 2.6931, 5.9988], [9.8059, 3.5928, 5.0702], [9.1991, 3.9261, 3.4867], [6.7072, 2.3511, 6.2453], [8.3481, 2.6765, 6.6841], [1.8885, -0.3161, 5.1285], [3.0378, -0.5601, 5.4487], [1.3482, -0.7015, 3.9362], [1.0357, 0.3757, 5.9553], [0.4015, -0.4999, 3.6775], [1.9296, -1.2136, 3.2872], [1.3984, 0.6737, 6.8402], [0.0867, 0.5902, 5.7184], [-6.1982, -2.5780, 2.4220], [-5.7083, -1.6123, 1.8621], [-6.4913, -3.7349, 1.7589], [-6.4934, -2.5765, 3.7592], [-6.8945, -4.5426, 2.1924], [-6.2741, -3.7594, 0.7791], [-6.2874, -1.7404, 4.2721], [-6.8933, -3.3587, 4.2401], [2.6516, 4.9670, -2.7412], [2.8348, 3.7686, -2.6100], [3.6369, 5.8134, -3.1609], [1.4479, 5.5595, -2.4732], [3.5111, 6.8009, -3.2720], [4.5324, 5.4094, -3.3609], [0.7083, 4.9666, -2.1488], [1.2788, 6.5422, -2.5701], [0.4799, -6.4331, 3.5495], [0.0761, -6.8390, 4.6222], [1.7416, -5.9339, 3.3736], [-0.3024, -6.4400, 2.4227], [2.0918, -5.5949, 2.4968], [2.3383, -5.9072, 4.1793], [-1.2352, -6.7954, 2.5147], [0.0057, -6.1049, 1.5311]], "atomic_forces_ev_per_a": [[0.7, 0.4, -0.6], [0.1, -0.4, 0.3], [0.0, 0.6, -0.6], [-0.7, -0.4, 0.6], [0.2, -0.2, 0.1], [0.2, -0.2, 0.0], [0.4, 0.1, -0.7], [-0.8, 0.2, 1.3], [0.1, 0.1, -0.2], [-0.6, 0.2, 0.2], [-0.3, 0.5, 0.1], [0.3, -0.2, -0.1], [-0.4, 0.0, 0.0], [0.3, -0.1, 0.0], [0.2, -0.1, -0.1], [-0.1, 0.0, 0.1], [-0.2, 0.1, 0.4], [-0.2, -0.4, 0.2], [0.1, 0.1, -0.1], [-0.2, 0.0, -0.1], [0.0, -0.1, 0.1], [0.2, -0.1, -0.3], [0.1, 0.0, -0.1], [0.3, 0.3, -0.2], [0.0, 0.2, 0.0], [0.3, -0.1, -0.3], [0.1, -0.4, -0.4], [0.0, -0.1, 0.1], [0.0, -0.1, 0.1], [0.0, 0.0, 0.0], [0.1, 0.1, -0.1], [0.0, 0.0, 0.0], [0.0, 0.0, 0.1], [0.0, 0.0, 0.0], [0.0, 0.0, 0.0], [0.0, -0.1, 0.0], [-0.1, 0.0, -0.1], [0.1, 0.0, 0.0], [0.0, 0.0, 0.0], [0.1, 0.0, 0.1], [0.0, 0.0, 0.0], [0.0, 0.0, 0.0], [0.0, 0.0, 0.0], [0.0, 0.0, 0.0], [-0.1, -0.3, -0.3], [-0.4, -0.2, -0.1], [0.0, -0.1, 0.4], [-0.1, 0.0, 0.2], [0.1, 0.1, -0.2], [0.1, 0.1, -0.1], [0.0, 0.0, -0.1], [0.1, 0.1, -0.1], [0.0, 0.0, -0.3], [0.0, -0.1, 0.0], [0.0, 0.0, 0.1], [0.0, -0.2, 0.2], [0.0, 0.0, 0.0], [0.0, 0.0, 0.0], [-0.1, 0.2, -0.1], [0.0, 0.0, 0.0], [0.0, 0.0, 0.1], [0.0, 0.0, 0.0], [0.2, 0.0, -0.3], [0.0, 0.0, -0.2], [0.1, 0.0, 0.1], [0.1, 0.3, 0.2], [0.0, 0.0, 0.0], [0.0, 0.0, 0.2], [0.1, -0.1, 0.2], [0.0, 0.1, -0.2], [0.0, 0.0, -0.1], [-0.1, 0.0, 0.0], [0.0, 0.0, 0.0], [0.0, 0.0, 0.0], [0.0, 0.0, 0.0], [0.0, 0.0, 0.0], [-0.1, 0.0, -0.1], [0.0, 0.0, 0.1], [0.2, -0.1, 0.0], [0.0, 0.0, 0.1], [0.0, 0.0, 0.0], [-0.1, 0.1, 0.1], [0.0, 0.0, 0.0], [0.0, 0.0, 0.0], [0.0, -0.1, 0.0], [0.0, 0.0, 0.0], [-0.1, 0.1, -0.1], [0.0, 0.1, 0.0], [0.1, 0.0, 0.0], [0.0, 0.0, 0.2], [0.0, 0.0, 0.0], [0.0, 0.0, 0.0], [0.0, 0.1, 0.1], [-0.1, 0.1, 0.0], [0.0, 0.0, -0.1], [0.0, 0.0, -0.1], [0.0, 0.0, 0.0], [0.0, 0.0, 0.0], [0.0, 0.0, 0.1], [0.0, 0.0, 0.0], [0.0, 0.1, -0.1], [0.0, 0.0, 0.0], [0.0, -0.1, 0.0], [0.0, -0.1, 0.0], [-0.1, 0.1, 0.1], [0.0, 0.0, 0.0], [0.0, 0.0, 0.0], [0.0, 0.0, 0.0]], "mulliken_charge": [-1.075, -0.539, 0.154, -1.661, 0.017, -0.114, -0.018, 0.429, -0.484, -0.815, -0.404, -0.439, 0.135, -0.583, 1.401, 0.246, 0.380, 0.299, 0.657, -0.120, 0.620, 0.432, 0.465, 0.264, 0.164, 0.015, -0.052, 0.577, 0.563, -0.658, -0.310, -0.269, 0.159, 0.189, 0.166, 0.130, 0.679, -0.669, -0.409, -0.363, 0.157, 0.225, 0.205, 0.162, 0.642, -0.940, -0.464, -0.068, 0.183, 0.249, -0.001, 0.156, 0.399, -0.642, -0.347, -0.187, 0.170, 0.228, 0.207, 0.134, 0.656, -0.718, -0.117, -0.300, 0.164, -0.006, 0.177, 0.185, 0.673, -0.680, -0.393, -0.379, 0.158, 0.216, 0.227, 0.159, 0.608, -0.649, -0.233, -0.396, 0.158, 0.306, 0.236, 0.151, 0.606, -0.640, -0.279, -0.390, 0.153, 0.318, 0.230, 0.158, 0.591, -0.588, -0.424, -0.308, 0.155, 0.225, 0.159, 0.155, 0.574, -0.641, -0.309, -0.302, 0.208, 0.186, 0.184, 0.148]}


Number 1: strongest force on any atom 2.04 eV/Å, calculated total energy -311572.325 eV. Number 2: strongest force on any atom 1.55 eV/Å, calculated total energy -105827.135 eV.